[1]
Formula: C3H4FNO2
Source: the OMol25 dataset
Level of theory: ωB97M-V/def2-TZVPD

Positions of all 11 atoms, in Å:
1 C -0.52252 0.77998 0.09961
2 C 0.23033 -0.14263 1.29864
3 C 0.97163 -0.81762 0.03907
4 H -1.17056 -0.21668 -2.32443
5 H -1.74216 0.76378 0.08621
6 H -0.31307 1.96735 0.41195
7 H -0.39619 -0.98711 1.70940
8 N 0.23657 0.01785 -0.85541
9 O 0.05909 -0.13830 -2.25701
10 O 1.59623 -1.75587 -0.38012
11 F 1.05066 0.52924 2.17210

Results
2S+1	1
E_LUMO	0.0025	hartree
F_max	5.9	eV/A
energy relative to the best compared isomer or geometry (same formula, charge and spin)	114.74	kcal per mole
E_tot	-11473.4169	eV

Calculated atomic charges, method Löwdin, unit e: -0.103 -0.151 -0.340 0.262 0.139 0.152 0.158 -0.183 -0.047 0.103 0.009


[2]
Formula: C3H8N2O2
Source: the OMol25 dataset
Level of theory: ωB97M-V/def2-TZVPD

Positions of all 15 atoms, in Å:
1 C -0.91726 -1.26974 -0.33839
2 C -2.15271 -0.49897 -0.78998
3 N 0.24577 -0.39419 -0.25875
4 C 0.98923 -0.26805 0.79400
5 N 2.26675 2.08026 0.47018
6 O 2.00760 0.78342 -0.06241
7 O 1.12419 -0.44673 1.95688
8 H 1.02516 0.47292 -0.80164
9 H 1.49696 2.31041 1.09942
10 H 3.09224 1.95441 1.05204
11 H -0.69651 -2.07322 -1.04661
12 H -1.08693 -1.72837 0.63974
13 H -3.00483 -1.17414 -0.88929
14 H -1.97973 -0.02514 -1.75746
15 H -2.40992 0.27713 -0.06772

Results
2S+1	1
E_LUMO	0.0315	hartree
F_max	1.2	eV/A
energy relative to the best compared isomer or geometry (same formula, charge and spin)	96.29	kcal per mole
E_tot	-10312.7767	eV

Calculated atomic charges, method Löwdin, unit e: -0.237 -0.094 0.013 -0.438 0.037 -0.215 0.133 0.189 0.082 0.083 0.112 0.119 0.071 0.071 0.073


[3]
Formula: C4H7NO2
Source: the OMol25 dataset
Level of theory: ωB97M-V/def2-TZVPD

Positions of all 14 atoms, in Å:
1 C 1.16351 -0.25257 1.21150
2 C 0.39887 -0.01069 -0.10851
3 C 0.20782 -1.39632 -0.73001
4 O -0.84497 -1.97751 -0.72989
5 N -0.85299 0.65914 0.10329
6 C -1.45289 1.38626 -0.85394
7 O -2.55155 1.88006 -0.75570
8 H 0.97814 0.57362 1.88818
9 H 2.23083 -0.32469 1.02013
10 H 0.79265 -1.15110 1.70593
11 H 1.03185 0.56314 -0.75962
12 H 1.10477 -1.88598 -1.14505
13 H -1.45207 0.31996 0.84047
14 H -0.75397 1.61667 -1.68680

Results
2S+1	1
E_LUMO	0.0251	hartree
F_max	1.1	eV/A
SMILES	C[C@@H](C=O)NC=O
energy relative to the best compared isomer or geometry (same formula, charge and spin)	24.07	kcal per mole
E_tot	-9846.2359	eV

Calculated atomic charges, method Löwdin, unit e: -0.033 -0.347 -0.222 0.074 0.057 -0.369 0.032 0.081 0.082 0.085 0.134 0.128 0.157 0.142


[4]
Formula: C32H37BO3S
Source: the OMol25 dataset
Level of theory: ωB97M-V/def2-TZVPD

Positions of all 74 atoms, in Å:
1 C -0.28868 -4.55606 -4.83844
2 C -0.01498 -3.35749 -3.99036
3 C 1.06872 -3.29808 -3.10418
4 C 1.34433 -2.13495 -2.38086
5 C 0.44802 -1.05822 -2.42084
6 C 0.47681 0.13654 -1.47970
7 B -1.01029 -0.11749 -0.91702
8 O -2.15283 0.59820 -0.80720
9 C -3.06508 -0.23483 0.00048
10 C -3.42304 0.51295 1.28146
11 C -4.29442 -0.41008 -0.89013
12 C -2.24719 -1.57973 0.29297
13 C -2.03930 -2.05387 1.72203
14 C -2.73152 -2.74815 -0.55797
15 O -0.91898 -1.26038 -0.14294
16 C 0.46636 1.50162 -2.12646
17 C 0.74101 2.59272 -1.28404
18 C 0.50484 3.90038 -1.69719
19 C -0.08510 4.14152 -2.94689
20 C -0.25885 3.07805 -3.84102
21 C 0.10341 1.77652 -3.45835
22 C -0.68263 -1.15790 -3.25457
23 C -0.87014 -2.25238 -4.08564
24 H -1.36019 -4.77215 -4.85731
25 H 0.02038 -4.39483 -5.87692
26 H 0.24628 -5.42739 -4.46170
27 H 1.70267 -4.18097 -2.99252
28 H 2.26352 -2.04342 -1.78155
29 H 1.25031 0.05748 -0.71209
30 H -4.18816 -0.06108 1.83228
31 H -2.54312 0.64131 1.93808
32 H -3.85397 1.50109 1.05382
33 H -5.07449 -1.00221 -0.38280
34 H -4.71938 0.57789 -1.11216
35 H -4.01639 -0.88582 -1.84439
36 H -2.98825 -2.25832 2.22578
37 H -1.47738 -2.99684 1.68980
38 H -1.44512 -1.34550 2.30992
39 H -3.73848 -3.04099 -0.23493
40 H -2.73621 -2.49487 -1.62800
41 H -2.06153 -3.60358 -0.41112
42 H 1.13415 2.37516 -0.28594
43 H 0.72413 4.72587 -1.01493
44 H -0.42719 5.14025 -3.21142
45 H -0.70141 3.24507 -4.82616
46 H 0.06411 0.97438 -4.20060
47 H -1.39227 -0.31503 -3.29130
48 H -1.70198 -2.24736 -4.79340
49 C 5.24010 4.54398 0.95872
50 O 5.06288 3.14293 0.62866
51 C 3.94673 2.49698 1.07057
52 C 4.00620 1.07889 1.05482
53 C 3.12030 0.34856 1.81785
54 C 2.03534 0.97800 2.48160
55 C 1.09906 0.23690 3.28764
56 C -0.10835 0.67819 3.85483
57 C -0.60913 -0.18356 4.88469
58 C 0.16062 -1.31661 5.08846
59 C 0.09367 -2.21656 6.26812
60 S 1.34847 -1.42925 3.83719
61 C 1.90480 2.38861 2.36711
62 C 2.80753 3.13009 1.62325
63 H 6.29931 4.74219 0.76409
64 H 4.62162 5.16742 0.29741
65 H 5.00624 4.76097 2.01127
66 H 4.80439 0.61254 0.48636
67 H 3.23240 -0.73400 1.85793
68 H -0.59513 1.60591 3.56403
69 H -1.47501 0.02132 5.51375
70 H -0.48286 -1.73713 7.06303
71 H -0.38889 -3.16947 6.03866
72 H 1.09229 -2.43704 6.65459
73 H 1.09081 2.90262 2.89110
74 H 2.63614 4.20048 1.43068

Results
2S+1	1
E_LUMO	0.0161	hartree
F_max	3.3	eV/A
SMILES	Cc1ccc([C@H](B2OC(C)(C)C(C)(C)O2)c2ccccc2)cc1.COc1ccc(-c2ccc(C)s2)cc1
energy relative to the best compared isomer or geometry (same formula, charge and spin)	15.30	kcal per mole
E_tot	-51440.3160	eV

Calculated atomic charges, method Löwdin, unit e: -0.064 -0.285 -0.033 -0.006 -0.182 -0.065 -0.646 0.179 -0.404 -0.003 -0.017 -0.441 -0.007 -0.009 0.124 -0.172 -0.031 -0.083 -0.102 -0.079 -0.034 -0.064 -0.032 0.078 0.084 0.073 0.110 0.121 0.143 0.098 0.084 0.097 0.097 0.096 0.088 0.094 0.097 0.066 0.095 0.082 0.098 0.097 0.098 0.094 0.101 0.107 0.128 0.119 -0.058 -0.093 -0.269 0.000 -0.047 -0.246 -0.449 -0.134 -0.147 -0.598 -0.108 1.058 -0.031 -0.042 0.091 0.091 0.094 0.119 0.100 0.101 0.110 0.081 0.076 0.075 0.116 0.117


[5]
Formula: C6H17NO2
Source: the OMol25 dataset
Level of theory: ωB97M-V/def2-TZVPD

Positions of all 26 atoms, in Å:
1 C -0.12308 -1.64156 1.53669
2 C 0.26963 -2.01161 0.26878
3 C 1.66564 -1.84979 -0.23912
4 O -0.63898 -2.59185 -0.55136
5 H 0.56700 -1.87016 2.33971
6 H -1.15261 -1.81696 1.81140
7 H 2.20901 -2.78938 -0.09806
8 H 1.67804 -1.58443 -1.29778
9 H 2.17254 -1.06335 0.31939
10 H -0.26719 -2.69197 -1.43581
11 C -1.92363 0.72475 -0.25194
12 C -0.65757 0.51735 -1.07955
13 C -0.20795 1.79760 -1.77449
14 H -2.74281 1.08039 -0.87825
15 H -1.74487 1.46793 0.52250
16 H -2.23813 -0.20894 0.21189
17 H -0.85418 -0.25693 -1.82211
18 H 0.16031 0.31147 -0.31848
19 H -0.98933 2.18729 -2.42330
20 H 0.67741 1.60915 -2.38164
21 H 0.04748 2.53810 -1.02176
22 N 0.61391 2.19304 1.63422
23 O 1.12191 0.88795 1.37595
24 H 1.33282 2.83906 1.30595
25 H 0.55756 2.30675 2.64859
26 H 0.46708 -0.08392 1.59861

Results
2S+1	1
E_LUMO	0.0232	hartree
F_max	3.6	eV/A
SMILES	C=C(C)O.CCC.NO
energy relative to the best compared isomer or geometry (same formula, charge and spin)	91.01	kcal per mole
E_tot	-12079.0221	eV

Calculated atomic charges, method Löwdin, unit e: -0.022 -0.432 -0.016 0.070 0.090 0.076 0.098 0.094 0.083 0.114 -0.114 -0.337 -0.116 0.069 0.061 0.054 0.094 0.062 0.067 0.065 0.056 -0.060 -0.313 0.071 0.065 0.124


| no. | frontier orbital gap (hartree) |
| --- | --- |
| 1 | 0.350 |
| 2 | 0.391 |
| 3 | 0.387 |
| 4 | 0.287 |
| 5 | 0.320 |